Computed, not measured: C3H4BrF in the gas phase in a non-equilibrium geometry, with ωB97M-V with the def2-TZVPD basis set.

Structure (XYZ):
```
9
Properties=species:S:1:pos:R:3
F -1.29 -0.28 -1.38
C -0.35 -0.86 -0.65
C -0.39 -0.28 1.05
C -0.20 1.00 1.26
Br -0.01 1.78 3.00
H -0.47 -1.93 -0.62
H 0.70 -0.33 -0.93
H -0.44 -1.14 1.73
H 0.02 1.77 0.59
```

Values from the calculation:
SMILES ... FC/C=C/Br
Maximum force ... 6.27 eV/A
ΔE to the lowest compared entry with this formula, charge and spin ... 1.516 eV
LUMO ... 0.84 eV

Charges in e, computed with Löwdin, in the same order as the atoms: number 1, F, carries -0.0295; number 2, C, carries -0.1874; number 3, C, carries -0.1235; number 4, C, carries -0.6339; number 5, Br, carries 0.6289; number 6, H, carries 0.0863; number 7, H, carries 0.1462; number 8, H, carries 0.0885; number 9, H, carries 0.0243

Computed, not measured: a molecular structure, C3H4BrFO6S2 in a non-equilibrium geometry, with ωB97M-V with the def2-TZVPD basis set.

Structure (XYZ):
```
17
Properties=species:S:1:pos:R:3
C -1.63 -0.11 1.10
C -1.67 -0.73 -0.29
C 3.71 0.00 -0.07
O 1.36 -0.58 -1.82
O 1.12 -0.88 0.51
O -1.53 2.89 -0.92
O 0.37 1.44 -0.41
O -1.59 1.32 0.96
O -1.81 0.38 -1.12
F 3.55 0.11 1.21
S 1.77 -0.18 -0.52
S -1.06 1.60 -0.48
Br 3.82 -1.89 -0.55
H -2.66 -0.16 1.67
H -0.80 -0.45 1.69
H -0.58 -1.08 -0.55
H -2.37 -1.66 -0.42
```

Values from the calculation:
Maximum force ... 4.37 eV/A
LUMO (alpha / beta) ... -1.78 / -1.78 eV

Charges in e, computed with Löwdin, in the same order as the atoms: number 1, C, carries -0.1661; number 2, C, carries -0.1915; number 3, C, carries -0.6547; number 4, O, carries -0.3284; number 5, O, carries -0.3649; number 6, O, carries -0.1797; number 7, O, carries -0.3064; number 8, O, carries -0.1701; number 9, O, carries -0.1599; number 10, F, carries -0.0871; number 11, S, carries 0.6780; number 12, S, carries 0.6560; number 13, Br, carries 0.6947; number 14, H, carries 0.1741; number 15, H, carries 0.1133; number 16, H, carries 0.1097; number 17, H, carries 0.1832

Q: The lowest maximum force belongs to which entry?
A: C3H4BrFO6S2